[1]
The following is a DFT calculation (ωB97M-V with the def2-TZVPD basis set) of an isolated molecule of C4H11PS2.

Cartesian coordinates (Å):
C 0.03294 1.68783 0.20177
C -1.34268 -0.19770 1.23221
C 1.25632 -0.35862 0.89381
C -0.06897 0.15969 0.40882
P -0.45985 -0.44804 -1.35768
S 1.36439 -0.04370 -2.39390
S -0.54213 -2.54040 -1.12200
H 0.25666 1.89660 -0.78296
H -0.88450 2.27845 0.55979
H 0.83164 1.95767 0.75950
H -1.46461 -1.40675 1.21551
H -2.12628 0.35599 0.92799
H -1.20163 0.23515 2.25676
H 1.39780 -1.40396 0.64653
H 1.93796 0.28395 0.58326
H 1.23189 -0.23119 1.91001
H 0.65931 0.44052 -3.46048
H -0.87826 -2.66549 -2.47894

Cartesian forces (eV/Å) of the 2 atoms listed first:
-3.718 -0.814 1.347
3.934 -3.474 1.790

Output
- relative energy (zero: lowest compared OMol25 entry of this formula, charge and spin) (kJ/mol) = 98.7
- charge = 0
- orbital gap (eV) = 9.09
- structure (SMILES) = CC(C)(C)P(S)S

Löwdin analysis output, partial charges in e:
1. C -0.118
2. C -0.118
3. C -0.113
4. C -0.808
5. P 0.323
6. S 0.341
7. S 0.307
8. H -0.001
9. H 0.120
10. H 0.037
11. H 0.103
12. H 0.013
13. H 0.095
14. H 0.070
15. H 0.021
16. H 0.064
17. H -0.185
18. H -0.150

[2]
The following is a DFT calculation (ωB97M-V with the def2-TZVPD basis set) of an isolated molecule of C3H4N2O.

Cartesian coordinates (Å):
C -1.55664 -0.17586 -0.11584
C -0.06950 -0.15236 0.01679
C 0.69272 1.01037 -0.09305
O 2.01006 0.81446 0.04938
N 1.70214 -1.75632 0.39969
N 0.70670 -1.24229 0.24159
H -1.89241 -0.79093 -0.95564
H -2.05430 -0.50098 0.80226
H -1.85054 0.86123 -0.31512
H 2.38162 1.69517 -0.07207

Cartesian forces (eV/Å) of the 2 atoms listed first:
-0.052 -0.115 0.013
-0.075 0.404 -0.074

Output
- relative energy (zero: lowest compared OMol25 entry of this formula, charge and spin) (kJ/mol) = 388.0
- charge = 0
- orbital gap (spin up / spin down) (eV) = 8.76 / 8.76

Löwdin analysis output, partial charges in e:
1. C -0.075
2. C -0.381
3. C -0.085
4. O -0.038
5. N 0.266
6. N -0.004
7. H 0.073
8. H 0.073
9. H 0.077
10. H 0.094

[3]
The following is a DFT calculation (ωB97M-V with the def2-TZVPD basis set) of a structure of composition C16H8Cl4GaN2O2Se2.

Cartesian coordinates (Å):
Ga 1.55572 -0.84849 -2.46039
Cl -3.94878 0.73411 2.89228
C -2.62560 0.65312 0.90537
C -2.20787 1.98965 0.62967
Cl -2.75378 3.34812 1.47333
C -1.31473 2.05674 -0.40093
Cl -0.64460 3.53858 -0.92404
C -0.84392 0.84233 -1.07889
O 0.04468 0.88039 -1.92555
C -1.49318 -0.45159 -0.71135
O -0.83990 -2.71909 -0.20849
C -2.35979 -0.47391 0.45340
Cl -3.17883 -2.89356 2.97094
Se 3.13008 -1.75561 0.37841
Se 1.08071 -1.28580 1.55612
C -0.08068 -2.60515 0.89433
C 0.29385 -3.21326 1.99266
C -3.65314 -2.41765 -0.48869
C -3.08191 -2.20549 -1.64098
C -1.87701 -1.38641 -1.84960
N -0.65626 -1.63716 -1.09141
C 3.43194 0.09014 -0.05884
C 4.34603 0.84404 0.65758
C 4.52495 2.17526 0.30593
C 3.77556 2.70698 -0.73039
C 2.87906 1.88395 -1.38950
N 2.71761 0.59958 -1.06521
H -3.52545 -3.31098 4.12914
H -3.75799 -0.53965 3.02307
H -3.55284 -2.73565 -2.46930
H -1.66204 -1.03945 -2.85398
H 4.89823 0.39624 1.47114
H 5.23677 2.78740 0.84319
H 3.88012 3.74033 -1.02791
H 2.26297 2.25192 -2.20110

Cartesian forces (eV/Å) of the 2 atoms listed first:
0.028 0.019 0.001
-0.041 0.026 0.045

Output
- relative energy (zero: lowest compared OMol25 entry of this formula, charge and spin) (kJ/mol) = 0.0
- charge = +1
- orbital gap (eV) = 7.29

Löwdin analysis output, partial charges in e:
1. Ga 0.828
2. Cl 0.581
3. C -0.177
4. C -0.686
5. Cl 0.786
6. C -0.592
7. Cl 0.776
8. C -0.318
9. O -0.111
10. C -0.294
11. O -0.059
12. C -0.011
13. Cl 0.376
14. Se 0.713
15. Se 0.844
16. C -0.766
17. C -0.055
18. C 0.237
19. C -0.169
20. C -0.147
21. N -0.028
22. C -0.697
23. C -0.074
24. C -0.022
25. C -0.019
26. C -0.120
27. N -0.113
28. H -0.204
29. H -0.231
30. H 0.124
31. H 0.155
32. H 0.113
33. H 0.124
34. H 0.120
35. H 0.115

[4]
The following is a DFT calculation (ωB97M-V with the def2-TZVPD basis set) of an isolated molecule of C3H7NOS2.

Cartesian coordinates (Å):
C 2.42159 -0.52931 0.49865
C -0.41865 -0.93839 -0.06759
C -2.13028 0.77693 0.01083
H 1.98592 -0.55980 1.47812
H 3.42617 -1.05726 0.29130
H 2.58596 0.48321 0.21451
H -2.58729 0.33917 -1.04976
H -2.66855 0.37201 0.89456
H -2.05862 1.86850 0.12944
H 0.31963 1.17937 -1.32134
N -0.74530 0.33570 -0.04776
O 0.17690 1.29515 -0.40314
S 1.29157 -1.33641 -0.56067
S -1.59905 -2.22889 -0.06716

Cartesian forces (eV/Å) of the 2 atoms listed first:
1.617 -0.100 -0.382
-0.267 -2.434 -0.889

Output
- relative energy (zero: lowest compared OMol25 entry of this formula, charge and spin) (kJ/mol) = 339.7
- charge = 0
- orbital gap (eV) = 8.57
- structure (SMILES) = CSC(=S)N(C)O

Löwdin analysis output, partial charges in e:
1. C -0.439
2. C -1.020
3. C -0.069
4. H 0.037
5. H 0.077
6. H 0.009
7. H 0.145
8. H 0.083
9. H 0.088
10. H 0.087
11. N -0.329
12. O -0.001
13. S 0.826
14. S 0.508

[5]
The following is a DFT calculation (ωB97M-V with the def2-TZVPD basis set) of an isolated molecule of C2H4N2O2.

Cartesian coordinates (Å):
N -0.02430 1.40842 1.38694
C 0.52859 0.45201 0.60096
O 1.70659 0.14311 0.64664
N -0.44995 -0.12592 -0.25873
C 0.00915 -1.05746 -0.99443
O -0.75677 -1.70403 -1.86471
H 0.57902 1.93711 1.99511
H -0.98765 1.67079 1.26880
H -1.64716 -1.31900 -1.79299
H 1.04247 -1.40504 -0.98758

Cartesian forces (eV/Å) of the 2 atoms listed first:
0.066 0.045 0.015
0.213 0.067 0.125

Output
- relative energy (zero: lowest compared OMol25 entry of this formula, charge and spin) (kJ/mol) = 56.4
- charge = 0
- orbital gap (eV) = 10.89
- structure (SMILES) = NC(=O)/N=C/O

Löwdin analysis output, partial charges in e:
1. N 0.160
2. C -0.616
3. O 0.031
4. N 0.122
5. C -0.247
6. O 0.077
7. H 0.108
8. H 0.097
9. H 0.121
10. H 0.148

[6]
The following is a DFT calculation (ωB97M-V with the def2-TZVPD basis set) of a cluster of 10 separate species, C18H52IN20O12 in total.

Cartesian coordinates (Å):
C -5.96669 -5.45458 2.62130
N -5.48936 -6.08701 1.39437
C -5.41199 -5.18206 0.23951
C -4.39364 -6.94707 1.63864
O -4.49621 -7.82958 2.46491
C -3.06534 -6.77064 0.90738
N -2.04730 -6.23367 1.82293
C -1.46378 -4.95265 1.40876
C -2.39225 -3.83263 1.83071
C -2.63936 -2.75336 0.78676
C -1.78663 -1.51670 1.00798
I -1.12855 -0.62038 -0.80207
C -0.06639 -4.80274 2.04900
O -0.03282 -4.40876 3.23221
O 0.87855 -5.11367 1.28799
H -5.17893 -4.97574 3.18896
H -6.45458 -6.18395 3.24652
H -6.69648 -4.70648 2.35745
H -5.39651 -5.77735 -0.66232
H -6.29485 -4.57093 0.21977
H -4.54918 -4.55145 0.23606
H -2.78804 -7.76056 0.58725
H -3.13370 -6.17474 0.01509
H -1.33253 -6.91617 2.00120
H -1.32234 -4.91689 0.32991
H -2.00548 -3.38485 2.73525
H -3.33905 -4.28209 2.06114
H -2.52972 -3.12855 -0.22034
H -3.66259 -2.44155 0.87366
H -2.35964 -0.76186 1.50978
H -0.91871 -1.74596 1.60230
C -2.07458 2.75304 1.86028
O -3.03599 2.31317 1.23075
N -0.79949 2.32673 1.70229
N -2.23751 3.75023 2.79471
H -0.00552 2.70217 2.20582
H -0.63775 1.58565 1.04577
H -3.16539 4.09123 2.94897
H -1.47721 4.12182 3.33057
C -1.97835 3.52371 -3.01131
O -1.25442 3.08040 -3.88443
N -2.19531 2.89310 -1.82311
N -2.64644 4.72041 -3.16738
H -2.79044 3.25543 -1.10210
H -1.73211 2.01872 -1.64678
H -2.50968 5.20976 -4.02933
H -3.24709 5.11144 -2.46877
C 2.92406 2.30342 2.88763
O 1.80350 2.79986 2.89119
N 3.46490 1.73627 1.77177
N 3.71094 2.29896 4.00004
H 4.37591 1.31749 1.75762
H 2.90536 1.70278 0.93844
H 3.33190 2.70325 4.83419
H 4.62629 1.89276 4.02502
C 4.27232 5.13121 -0.42556
O 5.17726 4.42646 -0.84293
N 3.55555 4.79388 0.69278
N 3.90647 6.29857 -1.03839
H 2.80986 5.34714 1.06726
H 3.79597 3.92753 1.14022
H 4.40201 6.57197 -1.87294
H 3.16370 6.87634 -0.69750
C -6.04738 -0.75943 0.30133
O -6.30054 -1.95257 0.24029
N -6.26123 0.09108 -0.75266
N -5.48629 -0.18651 1.40870
H -6.02505 1.06406 -0.73091
H -6.64272 -0.30486 -1.58896
H -5.29441 -0.79049 2.18507
H -5.20829 0.77865 1.46081
C 5.35049 8.01999 -4.51652
O 5.27004 7.32451 -3.51810
N 4.71451 9.23022 -4.62085
N 6.10172 7.65309 -5.59487
H 4.77820 9.82260 -5.42613
H 4.15457 9.52370 -3.84314
H 6.57512 6.77039 -5.54369
H 6.19470 8.21086 -6.42135
C 8.55916 10.00495 -1.99038
O 9.41180 10.77364 -1.58299
N 7.79605 10.27670 -3.09864
N 8.28191 8.80916 -1.38666
H 7.09516 9.64805 -3.43924
H 7.96094 11.14151 -3.57425
H 8.81631 8.57231 -0.57377
H 7.57810 8.17115 -1.71326
C -3.17011 -7.60310 -2.62555
O -3.35604 -8.41922 -1.74417
N -4.15234 -7.25122 -3.52085
N -1.97641 -6.94939 -2.77426
H -4.02578 -6.56606 -4.23950
H -5.04124 -7.70102 -3.42115
H -1.25285 -7.15891 -2.11163
H -1.80779 -6.25412 -3.47459
C 4.82819 -6.59121 2.32495
O 6.04846 -6.60085 2.19622
N 4.18333 -7.48661 3.14381
N 4.00863 -5.71783 1.69196
H 3.18851 -7.48734 3.27015
H 4.74730 -8.15010 3.63521
H 4.42958 -5.04042 1.08855
H 3.00108 -5.71567 1.79415

Cartesian forces (eV/Å) of the 2 atoms listed first:
-0.472 -0.306 -0.209
1.034 0.365 -0.093

Output
- charge = -1
- orbital gap (eV) = 6.27

Results of the Löwdin charge analysis, in e, for atoms 1 through 99:
1. C -0.064
2. N -0.135
3. C -0.060
4. C -0.420
5. O 0.068
6. C -0.129
7. N 0.020
8. C -0.285
9. C -0.151
10. C -0.310
11. C -0.614
12. I 0.867
13. C -0.697
14. O -0.047
15. O -0.072
16. H 0.082
17. H 0.075
18. H 0.075
19. H 0.080
20. H 0.066
21. H 0.052
22. H 0.105
23. H 0.085
24. H 0.113
25. H 0.122
26. H 0.109
27. H 0.081
28. H 0.074
29. H 0.070
30. H 0.021
31. H 0.048
32. C -0.671
33. O -0.031
34. N 0.179
35. N 0.145
36. H 0.051
37. H 0.018
38. H 0.091
39. H 0.090
40. C -0.685
41. O 0.017
42. N 0.160
43. N 0.132
44. H 0.072
45. H -0.018
46. H 0.090
47. H 0.082
48. C -0.668
49. O -0.002
50. N 0.165
51. N 0.165
52. H 0.110
53. H 0.119
54. H 0.105
55. H 0.100
56. C -0.679
57. O 0.014
58. N 0.155
59. N 0.153
60. H 0.090
61. H 0.056
62. H 0.046
63. H 0.086
64. C -0.675
65. O 0.014
66. N 0.153
67. N 0.165
68. H 0.089
69. H 0.097
70. H 0.103
71. H 0.077
72. C -0.680
73. O 0.023
74. N 0.154
75. N 0.164
76. H 0.096
77. H 0.108
78. H 0.112
79. H 0.096
80. C -0.684
81. O 0.017
82. N 0.152
83. N 0.157
84. H 0.054
85. H 0.096
86. H 0.101
87. H 0.089
88. C -0.684
89. O 0.027
90. N 0.144
91. N 0.160
92. H 0.085
93. H 0.096
94. H 0.108
95. H 0.090
96. C -0.696
97. O -0.020
98. N 0.138
99. N 0.167